#A
{
  "formula": "C3H3Cl2NS",
  "method": "wB97M-V/def2-TZVPD",
  "charge": 0,
  "homo_ev": -9.80,
  "spin_multiplicity": 1,
  "gap_ev": 9.373,
  "symbols": ["Cl", "C", "N", "C", "C", "Cl", "S", "H", "H", "H"],
  "coordinates": [[-2.65533, 1.13019, 0.40652], [-1.43631, 0.09725, -0.39059], [-0.87599, -0.73862, 0.66664], [0.42374, -0.64057, 0.79979], [1.29326, 0.16466, -0.21846], [2.87792, 1.16072, 0.38962], [0.00781, 0.92051, -1.22110], [-2.18182, -0.36298, -1.12250], [0.72470, -1.22113, 1.63682], [1.82202, -0.51004, -0.94675]]
}

=====

#B
{
  "formula": "C3H3Cl2NS",
  "method": "wB97M-V/def2-TZVPD",
  "charge": 0,
  "homo_ev": -9.13,
  "spin_multiplicity": 1,
  "gap_ev": 8.344,
  "symbols": ["Cl", "C", "C", "S", "Cl", "C", "N", "H", "H", "H"],
  "coordinates": [[-2.94154, -2.18778, 0.32996], [-3.46620, -0.70964, -0.16116], [-3.96431, 0.34202, -0.46548], [-4.31881, 1.89916, -0.99115], [-3.58171, 3.07809, 0.51981], [0.57648, -1.77760, 0.03686], [1.76078, -1.57827, -0.34052], [-0.01705, -0.81029, 0.30735], [0.01779, -2.69110, 0.19568], [2.09096, -0.64369, -0.46791]]
}

=====

Short version: #A, #B, most stable first.